{
  "formula": "CH4IN2O",
  "method": "ωB97M-V/def2-TZVPD",
  "total_charge": -1,
  "gap_ha": 0.2479,
  "elements": ["I", "C", "O", "N", "N", "H", "H", "H", "H"],
  "coordinates": [[3.637, 1.559, 0.610], [-0.044, -0.580, -0.238], [0.765, -1.381, -0.501], [-1.335, -0.749, -0.277], [0.159, 0.609, 0.285], [-1.757, -1.652, -0.441], [-1.988, -0.018, -0.033], [-0.560, 1.317, 0.246], [1.125, 0.897, 0.349]],
  "nbo_charge": [-0.960, 0.749, -0.637, -0.842, -0.857, 0.382, 0.368, 0.359, 0.439]
}

{
  "formula": "CH4IN2O",
  "method": "ωB97M-V/def2-TZVPD",
  "total_charge": 1,
  "gap_ha": [0.3317, 0.2537],
  "elements": ["C", "N", "N", "O", "I", "H", "H", "H", "H"],
  "coordinates": [[-0.186, -0.890, -1.256], [-1.791, 0.051, 0.457], [1.053, -0.770, -1.312], [-1.039, 0.859, 1.177], [-1.338, -1.354, -2.896], [-2.372, 0.667, -0.241], [1.621, -0.666, -0.402], [1.604, -0.874, -2.144], [-0.598, 0.322, 1.770]],
  "nbo_charge": [0.196, -0.111, -0.747, -0.416, 0.360, 0.350, 0.446, 0.435, 0.487]
}

{
  "formula": "CH4IN2O",
  "method": "ωB97M-V/def2-TZVPD",
  "total_charge": 1,
  "gap_ha": [0.2712, 0.2473],
  "multiplicity": 3,
  "elements": ["C", "N", "N", "O", "I", "H", "H", "H", "H"],
  "coordinates": [[0.455, -0.134, -0.040], [1.453, 0.696, 0.275], [-0.885, 0.205, -0.047], [-1.730, -0.854, -0.375], [0.944, -2.248, -0.276], [1.257, 1.699, 0.311], [2.399, 0.365, 0.418], [-1.326, 1.082, -0.248], [-2.567, -0.811, -0.019]],
  "nbo_charge": [0.222, -0.748, -0.292, -0.545, 0.603, 0.421, 0.431, 0.406, 0.502]
}

{
  "formula": "CH4IN3",
  "method": "ωB97M-V/def2-TZVPD",
  "total_charge": 0,
  "gap_ha": [0.2755, 0.3087],
  "elements": ["C", "N", "N", "N", "I", "H", "H", "H", "H"],
  "coordinates": [[-1.309, -1.203, -1.395], [0.242, -0.765, 1.284], [0.482, 0.253, 0.806], [1.270, 1.216, 1.345], [-0.472, 0.655, -1.780], [-1.246, -1.733, -2.325], [-2.212, -1.204, -0.901], [1.478, 0.926, 2.258], [1.768, 1.854, 0.708]],
  "nbo_charge": [-0.508, -0.105, -0.009, -0.679, 0.167, 0.177, 0.169, 0.377, 0.411]
}

Molecular weight for the records above, in order: 186.96, 186.96, 186.96, 184.97 g/mol
Energy relative to the best compared isomer or geometry (same formula, charge and spin) for the records above, in order: 28.9, 90.3, 11.7, 59.4 kcal per mole
DFT total energy for the records above, in order: -14233.189, -14217.513, -14217.597, -13667.557 eV